# C40H41MnN9S3

C40H41MnN9S3 as an isolated structure (wB97M-V/def2-TZVPD, the OMol25 dataset).

Structure (XYZ):
```
94
Properties=species:S:1:pos:R:3:forces:R:3
Mn 0.249303 0.002717 -0.218248 -0.2 0.3 -0.3
S -0.516792 -3.358503 2.003553 0.0 0.0 -0.1
S 0.203250 -0.717821 2.703854 -0.1 -0.1 0.2
S -1.074976 -2.810040 -0.799240 0.1 0.0 0.0
N -1.081839 -3.580245 0.577222 0.1 0.0 0.0
N -0.807433 -1.934376 2.607768 0.0 0.0 0.0
N 0.823836 -0.246132 1.361960 0.3 0.0 0.2
N -0.761933 1.568031 -0.465848 0.1 -0.1 0.0
N -0.620425 -1.340297 -0.823594 -0.3 -0.2 0.1
N -1.322458 3.694918 -1.239621 0.0 0.0 0.0
N 2.828546 2.280794 -2.522955 0.0 0.0 0.0
N 1.656371 0.728412 -1.257898 0.0 0.0 0.0
N 0.729860 2.809346 -1.782815 0.0 0.1 0.0
C -2.021303 -4.025895 4.172104 0.0 0.0 0.0
C 1.639748 -4.363193 3.289029 0.0 0.0 0.0
C 3.568138 -1.520256 5.563452 0.0 0.0 0.0
C 2.972450 -4.726656 3.369647 0.0 0.0 0.0
C -2.691436 -4.955954 4.952638 0.0 0.0 0.0
C 3.811859 -4.547917 2.274809 0.0 0.0 0.0
C -2.165533 0.414486 3.509469 0.0 0.0 0.0
C 1.456299 -3.865096 -3.716878 0.0 0.0 0.0
C 1.753471 1.905794 -1.842736 0.0 -0.1 0.1
C -0.085325 1.595036 4.021677 0.0 0.0 0.0
C -3.740391 -3.341844 -0.469500 0.0 0.0 0.0
C 1.213761 -1.348319 5.110372 0.0 0.0 0.0
C 1.287494 -5.244206 -3.748050 0.0 0.0 0.0
C -2.738004 -2.929133 -1.336176 0.1 0.0 0.0
C 0.750840 -3.099662 -2.800378 0.0 0.0 0.0
C -2.635311 3.606773 -0.585418 0.0 0.0 0.0
C 2.849922 -0.977799 3.331465 0.0 0.0 0.0
C -0.815740 2.601899 4.627098 0.0 0.0 0.0
C -0.779572 0.515396 3.478100 0.1 0.0 -0.1
C -2.114853 -6.714375 3.392619 0.0 0.0 0.0
C 1.176902 -3.815577 2.093743 -0.1 0.0 0.0
C -2.875201 1.435026 4.124811 0.0 0.0 0.0
C -5.296138 -3.104842 -2.290183 0.0 0.0 0.0
C 3.330098 -4.001426 1.090054 0.0 0.0 0.0
C 2.245572 -1.587037 5.998873 0.0 0.0 0.0
C 3.868790 -1.218976 4.240684 0.0 0.0 0.0
C 0.411560 -5.875213 -2.868446 0.0 0.0 0.0
C -4.272790 -2.692227 -3.141626 0.0 0.0 0.0
C -0.979950 4.916699 -1.988296 0.0 0.0 0.0
C -0.111012 -3.751753 -1.926991 0.0 0.1 0.0
C 1.540993 -1.047756 3.788712 -0.1 0.0 0.0
C -0.304156 -5.130247 -1.948927 0.0 0.0 0.0
C 1.998779 -3.631457 0.988085 0.0 0.0 -0.1
C -0.487210 2.676063 -1.140276 0.0 0.1 -0.1
C -1.415365 -4.474463 3.004798 0.0 0.1 0.0
C -2.976968 -2.601955 -2.669967 0.0 0.0 0.0
C -5.032731 -3.426699 -0.965028 0.0 0.0 0.0
C -1.444176 -5.806580 2.595914 0.0 0.0 0.0
C -2.204910 2.518425 4.680973 0.0 0.0 0.0
C -2.736154 -6.289609 4.565727 0.0 0.0 0.0
H -5.832155 -3.758077 -0.316570 0.0 0.0 0.0
H 0.872158 3.681443 -2.270247 0.0 0.0 0.0
H -0.110450 5.414851 -1.555213 0.0 0.0 0.0
H -6.305917 -3.186936 -2.669889 0.0 0.0 0.0
H -3.177961 -4.636911 5.864147 0.0 0.0 0.0
H -2.767584 3.299975 5.174477 0.0 0.0 0.0
H -2.153638 -7.755771 3.103790 0.0 0.0 0.0
H -0.952950 -6.127075 1.685424 0.0 0.0 0.0
H -2.673392 -0.443407 3.092745 0.0 0.0 0.0
H 3.063791 -0.728041 2.302042 0.0 0.0 0.0
H 2.023384 -1.808052 7.034088 0.0 0.0 0.0
H -1.812447 5.607813 -1.921210 0.0 0.0 0.0
H -1.982217 -2.985305 4.460057 0.0 0.0 0.0
H -2.171311 -2.303675 -3.329905 0.0 0.0 0.0
H 4.899404 -1.158411 3.918070 0.0 0.0 0.0
H 4.370429 -1.694396 6.268616 0.0 0.0 0.0
H -4.485877 -2.457577 -4.175410 0.0 0.0 0.0
H -3.185452 4.519651 -0.782743 0.0 0.0 0.0
H -2.523850 3.509078 0.496200 0.0 0.0 0.0
H 0.973869 -4.524124 4.126717 0.0 0.0 0.0
H 0.850506 -2.022789 -2.777236 0.0 0.0 0.0
H -0.302337 3.441688 5.075406 0.0 0.0 0.0
H -1.678076 1.584623 -0.037638 0.0 0.0 0.0
H -1.002750 -5.608245 -1.273294 0.0 0.0 0.0
H 3.629563 1.674519 -2.606691 0.0 0.0 0.0
H 1.834998 -5.834189 -4.471141 0.0 0.0 0.0
H -3.258505 -7.008553 5.182985 0.0 0.0 0.0
H 0.996921 1.637142 3.999163 0.0 0.0 0.0
H 0.182544 -1.371175 5.443356 0.0 0.0 0.0
H -3.953344 1.373078 4.185952 0.0 0.0 0.0
H 2.905261 3.181372 -2.971158 0.0 0.0 0.0
H 3.986644 -3.889718 0.237907 0.0 0.0 0.0
H 2.486925 0.159403 -1.370535 0.0 0.0 0.0
H -3.213309 2.772746 -0.986942 0.0 0.0 0.0
H 0.279788 -6.947804 -2.909156 0.0 0.0 0.0
H 1.613902 -3.240354 0.054128 0.0 0.0 0.0
H -0.824001 4.700452 -3.046951 0.0 0.0 0.0
H 4.847514 -4.855368 2.339638 0.0 0.0 0.0
H 2.127048 -3.385520 -4.416548 0.0 0.0 0.0
H -3.520453 -3.610308 0.554211 0.0 0.0 0.0
H 3.351458 -5.170799 4.280175 0.0 0.0 0.0
```
Forces are in eV/Å.

The calculation puts the HOMO-LUMO gap (alpha / beta) at 6.91 / 7.23 eV. Its spin multiplicity is 2. The LUMO energy (alpha / beta) is -11.705 / -11.390 eV. As for the total charge: +4. The energy above the lowest of the compared OMol25 structures with the same formula, charge and spin comes out at 0.0 kJ/mol. As for the strongest force on any atom: 0.445 eV/Å. The value obtained for the HOMO energy (alpha / beta) is -18.6 / -18.6 eV.